{"formula": "C5H7BrN2", "method": "the ωB97M-V functional and the def2-TZVPD basis", "symbols": ["C", "C", "C", "C", "C", "N", "N", "Br", "H", "H", "H", "H", "H", "H", "H"], "coordinates": [[1.95222, -0.12762, -0.80258], [0.88156, 0.53878, -0.21177], [0.35260, -0.45503, 0.61718], [0.62158, 2.06267, -0.32852], [-2.76911, -1.10367, 0.82258], [1.99130, -1.45949, -0.53484], [0.96911, -1.59604, 0.33695], [-4.10279, 0.03748, 0.05985], [2.68236, 0.33737, -1.50026], [-0.30167, 2.31478, 0.13653], [1.32307, 2.71084, 0.08100], [0.46730, 2.15317, -1.47460], [-2.19144, -1.62631, 0.14474], [-2.69747, -1.22755, 1.93159], [0.82137, -2.55940, 0.72216]], "lowdin_charge": [-0.16, -0.28, 0.05, -0.04, -0.49, 0.03, -0.09, 0.56, 0.12, 0.05, 0.04, 0.11, -0.07, 0.01, 0.17], "max_force_ev_per_a": 4.54, "de_lowest_ev": 4.715, "homo_energy_ev": [-8.711, -9.327], "gap_ev": [7.31, 9.00], "spin_multiplicity": 1}

{"formula": "CH10F3O8SZn", "method": "the ωB97M-V functional and the def2-TZVPD basis", "symbols": ["Zn", "C", "F", "F", "F", "S", "O", "O", "O", "O", "H", "H", "O", "H", "H", "O", "H", "H", "O", "H", "H", "O", "H", "H"], "coordinates": [[0.78668, -0.45143, -0.15584], [-2.96450, 1.30107, 1.11257], [-3.19916, 0.26000, 0.33653], [-3.73455, 2.30520, 0.71439], [-3.16159, 1.06179, 2.38221], [-1.16089, 1.90312, 0.85181], [-0.86719, 2.93298, 1.88777], [-0.30788, 0.67611, 1.10025], [-1.09145, 2.52148, -0.49269], [0.64375, -2.12826, 0.90046], [0.47040, -2.53478, 1.74953], [0.77605, -2.86519, 0.30408], [-0.96911, -0.87212, -1.03140], [-1.42664, -1.69718, -1.19319], [-1.51095, -0.20928, -1.45951], [1.69784, -1.75499, -1.59457], [1.42006, -2.42884, -2.21505], [2.64449, -1.68890, -1.71993], [1.23126, 1.17405, -1.27519], [0.70230, 1.97118, -1.24314], [1.77280, 1.27670, -2.05776], [2.44278, -0.12664, 0.82531], [3.28181, -0.44838, 0.49555], [2.52369, -0.17781, 1.77772]], "lowdin_charge": [0.58, -0.68, 0.15, 0.16, 0.19, 0.64, -0.30, -0.38, -0.33, 0.00, 0.12, 0.08, -0.01, 0.10, 0.09, 0.01, 0.10, 0.09, -0.01, 0.06, 0.10, 0.01, 0.10, 0.11], "max_force_ev_per_a": 4.75, "de_lowest_ev": 0.513, "homo_energy_ev": -12.699, "charge": 1, "gap_ev": 8.49, "spin_multiplicity": 1}

{"formula": "C2HN3O2", "method": "the ωB97M-V functional and the def2-TZVPD basis", "symbols": ["C", "C", "N", "N", "N", "O", "O", "H"], "coordinates": [[0.31967, -0.05401, -0.11848], [2.33750, -1.29111, -0.35147], [2.81577, -0.28630, 0.28422], [2.30467, 0.81454, 0.31107], [1.07744, 1.07787, -0.21028], [0.93787, -1.20542, -0.31108], [0.65859, 2.22318, -0.31569], [-0.63266, 0.10633, 0.46562]], "lowdin_charge": [-0.03, -0.06, 0.00, 0.14, -0.27, 0.01, 0.02, 0.18], "max_force_ev_per_a": 5.16, "de_lowest_ev": 8.945, "homo_energy_ev": [-9.856, -9.857], "gap_ev": [8.17, 8.17], "spin_multiplicity": 1}

{"formula": "C3H3I2N", "method": "the ωB97M-V functional and the def2-TZVPD basis", "symbols": ["C", "C", "C", "N", "I", "I", "H", "H", "H"], "coordinates": [[0.82873, 1.40464, -0.08722], [-0.15248, -1.39174, -0.68858], [-0.12645, 0.80517, 0.70486], [1.50410, 1.88326, -0.86328], [0.49875, 0.20186, 2.60851], [-2.19668, 1.45818, 0.45177], [-1.26877, -1.27771, -0.82106], [0.24460, -1.97200, 0.07426], [0.66819, -1.11165, -1.37927]], "lowdin_charge": [-0.56, 0.09, -1.26, 0.17, 0.81, 0.74, 0.02, -0.04, 0.03], "max_force_ev_per_a": 2.84, "de_lowest_ev": 3.397, "homo_energy_ev": [-8.860, -9.017], "gap_ev": [7.96, 7.40], "spin_multiplicity": 1}